[1]
{"formula": "C32H56AgBN4O4P2Si", "method": "ωB97M-V/def2-TZVPD", "elements": ["Ag", "C", "C", "C", "C", "P", "C", "N", "B", "N", "C", "P", "C", "C", "C", "C", "C", "C", "C", "C", "C", "C", "C", "C", "C", "C", "C", "C", "C", "C", "H", "H", "H", "H", "H", "H", "H", "H", "H", "H", "H", "H", "H", "H", "H", "H", "H", "H", "H", "H", "H", "H", "H", "H", "H", "H", "H", "H", "H", "H", "H", "H", "H", "H", "H", "H", "H", "H", "H", "H", "H", "H", "H", "H", "O", "C", "O", "C", "C", "N", "N", "C", "C", "O", "O", "H", "H", "H", "C", "Si", "C", "C", "H", "H", "H", "H", "H", "H", "H", "H", "H"], "coordinates": [[-0.850, -0.711, -0.293], [-1.962, 3.806, -1.619], [-2.950, 3.594, -0.462], [-4.312, 3.276, -1.084], [-3.046, 4.890, 0.347], [-2.303, 2.038, 0.395], [-0.949, 2.817, 1.412], [0.082, 1.852, 1.720], [0.313, 0.560, 1.062], [1.502, 0.087, 1.809], [2.127, -1.197, 1.617], [2.661, -1.532, -0.137], [4.011, -0.249, -0.449], [3.272, 1.031, -0.880], [4.860, -0.708, -1.638], [4.934, 0.103, 0.716], [3.449, -3.233, 0.114], [4.740, -3.319, 0.925], [3.672, -3.863, -1.267], [2.373, -4.082, 0.816], [1.892, 0.989, 2.776], [2.884, 0.957, 3.743], [3.036, 2.056, 4.597], [2.204, 3.158, 4.493], [1.180, 3.191, 3.540], [1.018, 2.105, 2.696], [-3.542, 1.525, 1.724], [-2.764, 0.650, 2.719], [-4.571, 0.617, 1.037], [-4.252, 2.626, 2.506], [-2.299, 4.645, -2.239], [-1.898, 2.915, -2.244], [-0.955, 4.036, -1.264], [-4.570, 4.052, -1.812], [-5.103, 3.252, -0.332], [-4.294, 2.315, -1.603], [-3.341, 5.713, -0.316], [-2.091, 5.166, 0.797], [-3.787, 4.826, 1.142], [-1.348, 3.251, 2.340], [-0.532, 3.653, 0.839], [1.399, -1.976, 1.856], [2.979, -1.315, 2.293], [2.512, 0.830, -1.638], [4.000, 1.738, -1.295], [2.769, 1.507, -0.041], [4.245, -0.982, -2.499], [5.499, -1.557, -1.391], [5.509, 0.117, -1.950], [4.380, 0.528, 1.550], [5.650, 0.865, 0.387], [5.505, -0.751, 1.078], [5.582, -2.853, 0.413], [4.998, -4.372, 1.090], [4.639, -2.849, 1.906], [4.424, -3.339, -1.857], [2.743, -3.882, -1.840], [4.007, -4.898, -1.143], [2.314, -3.865, 1.883], [1.380, -3.926, 0.385], [2.626, -5.141, 0.705], [3.536, 0.098, 3.843], [3.816, 2.039, 5.350], [2.340, 4.002, 5.160], [0.522, 4.048, 3.466], [-2.181, -0.120, 2.208], [-3.480, 0.157, 3.386], [-2.078, 1.238, 3.332], [-4.073, -0.156, 0.447], [-5.231, 1.169, 0.366], [-5.193, 0.131, 1.797], [-3.548, 3.335, 2.946], [-4.825, 2.180, 3.328], [-4.954, 3.182, 1.883], [-1.869, 0.518, -6.559], [-0.696, 0.056, -6.379], [0.176, -0.093, -7.241], [-0.323, -0.272, -4.953], [0.900, -0.770, -4.569], [0.862, -0.925, -3.231], [-0.306, -0.570, -2.709], [-1.046, -0.164, -3.733], [-2.434, 0.306, -3.425], [-3.155, 0.696, -4.451], [-2.831, 0.323, -2.279], [-2.616, 0.624, -5.369], [1.764, -1.008, -5.165], [1.555, -1.276, -2.575], [-1.346, -4.147, -1.602], [-1.926, -2.962, -0.195], [-1.727, -4.086, 1.358], [-3.830, -3.049, -0.435], [-1.639, -5.190, -1.424], [-0.263, -4.117, -1.758], [-1.804, -3.824, -2.543], [-2.140, -5.086, 1.167], [-2.268, -3.652, 2.205], [-0.684, -4.202, 1.669], [-4.187, -4.086, -0.499], [-4.119, -2.523, -1.348], [-4.349, -2.562, 0.396]], "forces_ev_per_angstrom": [[0.09, -0.19, 0.38], [0.05, 0.00, 0.00], [-0.03, 0.04, -0.01], [-0.04, -0.02, 0.00], [0.00, 0.01, 0.01], [-0.05, 0.06, -0.05], [-0.11, 0.05, 0.08], [0.01, 0.04, -0.18], [0.29, -0.21, 0.09], [0.11, 0.24, -0.11], [0.00, 0.00, 0.12], [-0.16, 0.05, -0.15], [0.03, 0.00, 0.01], [0.01, -0.03, 0.00], [0.00, 0.01, -0.01], [0.02, -0.01, -0.01], [-0.02, -0.05, 0.01], [0.00, 0.01, 0.02], [-0.01, -0.03, -0.02], [-0.01, -0.02, -0.01], [-0.04, -0.04, 0.05], [0.03, -0.02, -0.07], [0.02, 0.00, 0.01], [0.00, 0.01, 0.01], [0.00, 0.00, -0.01], [-0.02, -0.03, 0.08], [0.06, -0.07, 0.06], [0.03, 0.01, 0.01], [-0.03, 0.03, -0.06], [-0.05, 0.05, -0.03], [0.01, 0.00, -0.01], [-0.03, -0.01, 0.00], [0.01, 0.01, 0.01], [-0.01, 0.01, 0.00], [-0.01, 0.00, 0.01], [0.04, 0.01, -0.02], [-0.01, 0.00, -0.02], [0.03, 0.00, 0.01], [-0.01, 0.00, 0.00], [-0.01, -0.02, -0.01], [0.00, -0.01, -0.01], [0.02, 0.01, -0.05], [0.00, 0.01, 0.01], [0.02, 0.01, -0.02], [0.00, 0.02, 0.01], [-0.05, 0.00, 0.05], [-0.02, -0.01, 0.01], [0.01, 0.00, 0.01], [0.01, 0.00, 0.00], [-0.07, 0.02, 0.08], [0.02, 0.01, 0.00], [0.00, -0.02, 0.00], [0.01, 0.01, -0.02], [0.00, -0.01, 0.00], [-0.01, 0.01, 0.01], [0.00, 0.02, 0.00], [-0.01, 0.02, 0.01], [0.02, -0.02, 0.00], [0.01, -0.01, -0.01], [0.03, 0.01, -0.03], [0.00, -0.01, 0.00], [0.02, 0.00, 0.01], [0.00, 0.00, 0.00], [0.00, 0.00, 0.00], [0.00, 0.00, 0.00], [-0.03, -0.01, -0.03], [0.00, 0.01, 0.02], [0.02, 0.02, 0.01], [0.01, 0.01, 0.03], [0.02, -0.01, 0.01], [-0.01, -0.01, 0.01], [0.02, 0.00, 0.01], [-0.02, -0.02, 0.01], [0.01, 0.00, 0.00], [-0.12, -0.09, 0.00], [0.16, 0.39, 0.11], [-0.03, -0.16, -0.05], [0.01, -0.11, -0.02], [0.01, 0.00, -0.04], [0.00, -0.10, 0.28], [-0.10, 0.17, -0.17], [0.08, -0.09, 0.02], [0.03, 0.02, -0.18], [0.03, 0.01, 0.06], [-0.25, 0.03, -0.14], [0.04, -0.04, 0.00], [0.01, -0.01, -0.01], [-0.04, 0.02, -0.12], [-0.02, -0.02, -0.01], [0.02, 0.20, -0.16], [-0.01, -0.01, 0.00], [0.01, -0.10, 0.06], [-0.02, -0.01, -0.01], [0.03, -0.01, 0.05], [0.02, 0.01, -0.02], [0.00, -0.02, 0.04], [0.00, 0.01, 0.02], [0.01, 0.00, -0.02], [-0.03, 0.00, -0.01], [0.00, 0.01, -0.03], [-0.01, -0.01, 0.01]], "homo_ev": -0.69, "orbital_gap_ev": 4.708, "charge": -2, "spin_multiplicity": 1}

=====

[2]
{"formula": "C39H38ClLuOP2", "method": "ωB97M-V/def2-TZVPD", "elements": ["Lu", "Cl", "P", "P", "C", "C", "C", "C", "C", "C", "C", "C", "C", "C", "C", "H", "H", "H", "H", "H", "C", "C", "C", "C", "C", "H", "H", "H", "H", "H", "C", "C", "C", "C", "C", "H", "H", "H", "H", "H", "C", "C", "C", "C", "C", "H", "H", "H", "H", "H", "C", "C", "C", "C", "C", "H", "H", "H", "H", "H", "C", "C", "C", "C", "C", "H", "H", "H", "H", "H", "H", "H", "C", "C", "C", "O", "H", "H", "H", "H", "H", "H"], "coordinates": [[0.000, -0.001, -0.166], [2.471, -0.004, -0.549], [-0.028, -2.319, -0.387], [0.001, 2.316, -0.404], [0.300, -3.219, 1.168], [1.207, -3.023, -1.531], [-1.623, -2.999, -0.961], [-1.656, 3.085, -0.458], [0.847, 3.197, 0.953], [0.840, 2.949, -1.896], [-0.630, -4.079, 1.762], [-0.313, -4.737, 2.951], [0.934, -4.546, 3.546], [1.866, -3.691, 2.952], [1.554, -3.025, 1.770], [-1.601, -4.231, 1.300], [-1.042, -5.399, 3.411], [1.178, -5.058, 4.472], [2.837, -3.537, 3.414], [2.272, -2.352, 1.303], [-2.796, -2.588, -0.309], [-4.032, -3.096, -0.697], [-4.114, -4.008, -1.753], [-2.954, -4.410, -2.413], [-1.711, -3.913, -2.016], [-2.733, -1.864, 0.498], [-4.933, -2.775, -0.183], [-5.080, -4.396, -2.062], [-3.012, -5.114, -3.238], [-0.810, -4.232, -2.531], [1.752, -4.291, -1.283], [2.663, -4.850, -2.177], [3.041, -4.145, -3.321], [2.509, -2.879, -3.566], [1.599, -2.316, -2.673], [1.468, -4.836, -0.388], [3.083, -5.831, -1.975], [3.758, -4.578, -4.014], [2.815, -2.320, -4.445], [1.204, -1.320, -2.838], [2.189, 3.558, 0.749], [2.885, 4.233, 1.748], [2.257, 4.544, 2.957], [0.926, 4.183, 3.163], [0.219, 3.513, 2.163], [2.672, 3.304, -0.193], [3.923, 4.510, 1.585], [2.806, 5.064, 3.737], [0.435, 4.420, 4.102], [-0.818, 3.236, 2.325], [-2.742, 2.381, 0.083], [-4.013, 2.949, 0.096], [-4.217, 4.220, -0.446], [-3.144, 4.921, -0.994], [-1.866, 4.360, -0.996], [-2.585, 1.384, 0.484], [-4.846, 2.395, 0.520], [-5.211, 4.658, -0.445], [-3.298, 5.907, -1.423], [-1.033, 4.910, -1.421], [1.103, 4.318, -2.037], [1.703, 4.801, -3.199], [2.046, 3.921, -4.226], [1.790, 2.556, -4.087], [1.196, 2.070, -2.925], [0.846, 5.004, -1.235], [1.908, 5.863, -3.297], [2.520, 4.297, -5.129], [2.070, 1.866, -4.877], [1.018, 1.008, -2.797], [-1.593, 0.001, -0.145], [-0.260, -0.009, -1.793], [-1.310, -0.054, 3.830], [0.000, -0.001, 3.105], [1.305, 0.071, 3.838], [0.000, -0.001, 1.834], [-1.166, -0.039, 4.930], [-1.849, -0.983, 3.552], [-1.925, 0.824, 3.540], [1.936, -0.800, 3.568], [1.837, 1.003, 3.552], [1.154, 0.071, 4.938]], "forces_ev_per_angstrom": [[8.10, 0.42, 4.08], [-0.48, -0.09, 0.38], [0.63, -7.52, -2.29], [-0.57, 7.09, -0.26], [0.06, 0.63, 0.39], [0.14, 0.05, -0.07], [-0.12, 0.55, 0.23], [-0.67, -0.48, 0.23], [0.40, -0.16, -0.15], [0.28, -0.44, -0.52], [-0.19, 0.08, 0.21], [0.08, 0.12, -0.21], [-0.07, 0.13, -0.16], [-0.02, 0.04, -0.18], [-0.06, 0.05, 0.20], [0.15, -0.05, 0.10], [0.13, 0.07, -0.12], [-0.03, 0.08, -0.15], [-0.11, -0.07, -0.08], [-0.01, -0.09, 0.09], [-0.30, 0.07, 0.01], [0.03, -0.02, -0.08], [0.08, 0.29, 0.26], [0.42, 0.14, 0.19], [-0.04, 0.04, -0.41], [-0.11, -0.15, 0.03], [0.15, -0.06, -0.09], [0.15, 0.06, 0.06], [0.05, 0.07, 0.17], [-0.14, 0.02, 0.02], [0.16, -0.01, 0.00], [-0.16, 0.19, 0.05], [-0.16, 0.12, 0.17], [-0.16, 0.01, 0.11], [0.07, -0.25, -0.06], [0.05, -0.02, -0.17], [-0.10, 0.14, -0.03], [-0.11, 0.08, 0.12], [-0.06, -0.10, 0.14], [0.05, -0.08, -0.10], [0.05, -0.14, 0.29], [-0.09, -0.02, 0.03], [0.01, -0.13, -0.24], [-0.16, -0.18, -0.20], [0.18, -0.07, 0.17], [0.02, 0.07, 0.32], [-0.17, -0.02, 0.03], [-0.09, -0.07, -0.13], [0.06, 0.02, -0.16], [-0.01, 0.10, -0.03], [-0.03, 0.73, -0.14], [0.06, 0.12, -0.01], [0.23, -0.17, 0.03], [0.15, -0.25, 0.14], [-0.13, 0.04, -0.01], [-0.14, 0.04, -0.02], [0.11, 0.09, -0.08], [0.15, -0.08, -0.01], [0.04, -0.16, 0.06], [-0.45, -0.06, 0.05], [0.07, 0.00, -0.08], [-0.12, -0.23, 0.07], [-0.09, -0.18, 0.21], [0.04, 0.12, 0.08], [0.00, 0.27, 0.03], [0.28, -0.04, -0.12], [-0.03, -0.17, 0.04], [-0.09, -0.06, 0.14], [-0.07, 0.12, 0.11], [0.08, 0.18, -0.25], [-5.39, 0.66, -0.91], [-1.77, -1.52, -4.43], [0.05, 0.00, 0.50], [0.19, 0.12, -1.00], [-0.14, 0.02, 0.52], [-0.30, -0.10, 4.55], [-0.10, -0.02, -0.77], [0.23, 0.52, 0.01], [0.28, -0.53, 0.01], [-0.30, 0.49, -0.06], [-0.22, -0.49, -0.06], [0.08, 0.00, -0.76]], "homo_ev": [-14.03, -14.03], "orbital_gap_ev": [4.121, 4.125], "charge": 2, "spin_multiplicity": 1}